<a>
A structure of composition C5H5NO, computed with ωB97M-V/def2-TZVPD.

```
12
Properties=species:S:1:pos:R:3:nbo_charge:R:1
O -1.666 -0.884 -1.427 -0.543
C -0.220 -1.198 0.687 0.149
C -0.199 0.330 0.717 -0.280
C 1.117 0.821 0.165 -0.382
C -0.043 0.705 -0.761 -0.322
C -0.518 -0.652 -1.154 0.653
N 0.149 -1.713 -0.430 -0.450
H -0.589 -1.833 1.486 0.206
H -0.820 0.928 1.373 0.244
H 1.927 0.099 0.104 0.236
H 1.407 1.833 0.432 0.234
H -0.545 1.564 -1.191 0.254
```

Results
- gap between HOMO and LUMO (eV) = 10.6
- molar mass (g mol⁻¹) = 95.1
- HOMO (Eh) = -0.3655
- net charge = 0


<b>
A cluster of 2 separate species, C5H5NO in total, computed with ωB97M-V/def2-TZVPD.

```
12
Properties=species:S:1:pos:R:3:nbo_charge:R:1
C 1.241 0.228 1.451 -0.263
C 0.609 0.261 0.395 -0.220
C 0.009 1.218 -0.530 -0.333
C -0.865 0.435 -1.373 0.049
C -0.181 -0.986 0.223 0.642
H 1.490 -0.843 1.892 0.230
H 2.105 0.968 1.776 0.201
H 0.659 1.968 -0.891 0.228
H -1.637 0.725 -2.133 0.226
H -2.137 -1.130 -0.792 0.376
N -0.763 -0.897 -1.048 -0.561
O -0.531 -1.947 1.029 -0.574
```

Results
- gap between HOMO and LUMO (eV) = 8.4
- molar mass (g mol⁻¹) = 95.1
- HOMO (Eh) = -0.3214
- net charge = 0


<c>
An isolated molecule of C5H5NO, computed with ωB97M-V/def2-TZVPD.

```
12
Properties=species:S:1:pos:R:3:nbo_charge:R:1
O -0.292 2.158 1.586 -0.564
C -1.015 2.082 0.616 0.530
N -0.658 1.516 -0.611 -0.528
C -0.079 0.390 -0.477 0.328
C 0.453 -0.545 0.471 -0.226
C 0.172 -1.801 -0.281 -0.376
C 0.702 -0.650 -1.078 -0.210
H -2.042 2.468 0.631 0.117
H 1.132 -0.361 1.293 0.254
H -0.863 -2.100 -0.435 0.214
H 0.858 -2.628 -0.104 0.221
H 1.614 -0.607 -1.657 0.241
```

Results
- gap between HOMO and LUMO (eV) = 10.5
- molar mass (g mol⁻¹) = 95.1
- SMILES = O=C/N=C1\[C@H]2C[C@@H]12
- HOMO (Eh) = -0.3578
- net charge = 0


Need the numbers? Relative energies in kJ/mol: <a> 14.2; <b> 201.1; <c> 0.0.


<a>
An isolated molecule of C5H5NO, computed with ωB97M-V/def2-TZVPD.

```
12
Properties=species:S:1:pos:R:3:nbo_charge:R:1
C -0.339 -0.090 -2.489 -0.230
C -0.456 -0.443 -1.318 -0.012
C -0.546 -0.341 0.241 -0.352
C 0.822 -0.987 0.705 0.026
N 1.630 -0.182 1.343 -0.073
O 1.105 1.182 1.123 -0.406
C -0.299 1.088 0.636 -0.115
H -0.434 -0.214 -3.473 0.218
H -1.306 -0.967 0.677 0.260
H 1.155 -2.060 0.830 0.232
H -0.632 1.984 -0.033 0.253
H -0.701 1.031 1.757 0.198
```

Results
- gap between HOMO and LUMO (eV) = 10.3
- molar mass (g mol⁻¹) = 95.1
- SMILES = C#C[C@H]1C=NOC1
- HOMO (Eh) = -0.3511
- net charge = 0


<b>
An isolated molecule of C5H5NO, computed with ωB97M-V/def2-TZVPD.

```
12
Properties=species:S:1:pos:R:3:nbo_charge:R:1
C -0.001 1.643 2.661 -0.142
C -0.253 0.801 1.669 -0.067
C 0.085 0.464 0.333 0.073
C -0.931 -0.576 -0.364 -0.268
C -0.857 -1.273 -1.500 -0.341
N 1.360 0.621 0.081 -0.062
O 1.578 0.176 -1.296 -0.581
H -0.156 2.020 3.692 0.246
H -1.930 -0.543 0.203 0.223
H 0.033 -1.374 -2.163 0.220
H -1.616 -2.164 -2.009 0.214
H 2.688 0.205 -1.307 0.486
```

Results
- gap between HOMO and LUMO (eV) = 8.9
- molar mass (g mol⁻¹) = 95.1
- SMILES = C#C/C(C=C)=N/O
- HOMO (Eh) = -0.3355
- net charge = 0


Need the numbers? Relative energies in kJ/mol: <a> 0.0; <b> 135.4.


<a>
An isolated molecule of C5H5NO, computed with ωB97M-V/def2-TZVPD.

```
12
Properties=species:S:1:pos:R:3:nbo_charge:R:1
C -1.021 -2.203 0.636 -0.243
C -1.005 -0.940 1.016 -0.293
C -0.265 -0.070 0.155 0.495
N 0.306 -0.365 -1.048 -0.486
C 1.167 0.761 -1.207 -0.081
C 1.033 1.685 -0.204 -0.036
O -0.105 1.186 0.508 -0.422
H -1.342 -3.176 1.279 0.199
H -0.617 -2.411 -0.200 0.182
H -1.600 -0.589 1.788 0.228
H 1.943 1.106 -1.973 0.227
H 0.854 2.736 0.008 0.231
```

Results
- gap between HOMO and LUMO (eV) = 9.2
- molar mass (g mol⁻¹) = 95.1
- SMILES = C=Cc1ncco1
- HOMO (Eh) = -0.3232
- net charge = 0


<b>
A cluster of 2 separate species, C5H5NO in total, computed with ωB97M-V/def2-TZVPD.

```
12
Properties=species:S:1:pos:R:3:nbo_charge:R:1
O 1.561 1.824 1.300 -0.416
C 0.539 1.329 1.547 0.439
C 0.392 -0.491 0.555 -0.451
C -0.788 -1.144 -0.089 -0.399
C 0.149 -0.299 -0.920 -0.368
C -0.324 1.000 -1.360 0.279
N -0.719 2.046 -1.663 -0.335
H -0.293 0.605 1.614 0.333
H 1.244 -1.109 0.832 0.220
H -1.785 -0.743 0.087 0.218
H -0.771 -2.218 -0.264 0.226
H 0.793 -0.801 -1.637 0.254
```

Results
- gap between HOMO and LUMO (eV) = 9.0
- molar mass (g mol⁻¹) = 95.1
- HOMO (Eh) = -0.3182
- net charge = 0


<c>
A structure of composition C5H5NO, computed with ωB97M-V/def2-TZVPD.

```
12
Properties=species:S:1:pos:R:3:nbo_charge:R:1
N 2.198 0.463 -1.101 -0.583
C 1.831 0.246 0.025 0.412
C 0.791 -0.627 0.587 -0.032
O -0.084 -0.289 1.611 -0.479
C -1.189 -0.325 0.676 0.013
C -1.121 0.790 -0.266 -0.499
C -0.286 -0.457 -0.563 -0.140
H 1.205 -1.633 0.683 0.233
H -2.035 -0.926 0.990 0.216
H -1.970 0.840 -0.947 0.245
H -0.729 1.764 0.033 0.230
H 1.387 0.155 -1.727 0.385
```

Results
- gap between HOMO and LUMO (alpha / beta) (eV) = 8.4 / 7.0
- molar mass (g mol⁻¹) = 95.1
- HOMO (alpha / beta) (Eh) = -0.3312 / -0.3021
- net charge = 0


<d>
A structure of composition C5H5NO, computed with ωB97M-V/def2-TZVPD.

```
12
Properties=species:S:1:pos:R:3:nbo_charge:R:1
C 1.676 0.656 0.048 -0.220
C 0.227 -0.668 0.072 0.048
C -1.027 -1.066 0.014 0.043
C -1.030 1.089 -0.013 0.095
C 0.240 0.669 -0.015 -0.165
H 1.986 0.977 1.001 0.203
H 2.153 1.378 -0.680 0.204
H 2.056 -1.128 -0.757 0.373
H -1.491 -1.988 0.092 0.193
H -1.525 2.096 -0.166 0.203
N 1.608 -0.779 0.005 -0.578
O -1.869 0.005 -0.021 -0.399
```

Results
- gap between HOMO and LUMO (eV) = 9.3
- molar mass (g mol⁻¹) = 95.1
- HOMO (Eh) = -0.3035
- net charge = 0


Need the numbers? Relative energies in kJ/mol: <a> 0.0; <b> 190.7; <c> 393.6; <d> 72.3.


<a>
An isolated molecule of C5H5NO, computed with ωB97M-V/def2-TZVPD.

```
12
Properties=species:S:1:pos:R:3:nbo_charge:R:1
C -0.153 -0.866 -0.015 0.255
C -0.518 0.445 -0.285 -0.102
C 1.234 -0.799 0.226 -0.128
C 1.213 0.886 -0.032 0.174
C -1.562 1.263 -0.240 -0.452
O -0.973 -1.930 0.100 -0.640
N 2.090 0.117 -0.559 -0.428
H -0.458 -2.745 0.009 0.486
H 1.789 -1.501 0.837 0.227
H 1.340 1.891 0.373 0.197
H -2.508 0.956 0.196 0.208
H -1.495 2.281 -0.609 0.203
```

Results
- gap between HOMO and LUMO (eV) = 8.0
- molar mass (g mol⁻¹) = 95.1
- HOMO (Eh) = -0.2823
- net charge = 0


<b>
An isolated molecule of C5H5NO, computed with ωB97M-V/def2-TZVPD.

```
12
Properties=species:S:1:pos:R:3:nbo_charge:R:1
N 0.661 -1.169 -2.630 -0.302
C 0.493 -0.501 -1.696 0.270
C 0.352 -0.047 -0.361 -0.225
C 1.243 0.605 0.636 -0.361
C -0.238 0.724 0.794 -0.170
C -0.730 -0.638 0.508 0.132
O -1.971 -0.657 -0.117 -0.677
H 1.888 -0.008 1.260 0.208
H 1.696 1.546 0.321 0.221
H -0.848 1.607 0.942 0.237
H -0.576 -1.549 1.082 0.198
H -1.970 0.089 -0.738 0.469
```

Results
- gap between HOMO and LUMO (eV) = 10.7
- molar mass (g mol⁻¹) = 95.1
- SMILES = N#C[C@@]12C[C@@H]1[C@H]2O
- HOMO (Eh) = -0.3642
- net charge = 0


Need the numbers? Relative energies in kJ/mol: <a> 223.9; <b> 0.0.


<a>
A cluster of 2 separate species, CH3IO in total, computed with ωB97M-V/def2-TZVPD.

```
6
Properties=species:S:1:pos:R:3:nbo_charge:R:1
C 1.201 -0.106 -0.250 0.281
O 0.649 0.918 -0.329 -0.493
H 2.222 -0.225 -0.712 0.108
H 0.778 -0.891 0.438 0.104
I -2.935 -0.072 -0.085 -0.089
H -1.915 0.375 0.937 0.090
```

Results
- gap between HOMO and LUMO (eV) = 10.8
- molar mass (g mol⁻¹) = 157.9
- SMILES = C=O.I
- HOMO (Eh) = -0.3640
- net charge = 0


<b>
A structure of composition CH3IO, computed with ωB97M-V/def2-TZVPD.

```
6
Properties=species:S:1:pos:R:3:nbo_charge:R:1
C 0.648 0.071 0.017 -0.223
O -0.870 -0.830 -0.206 -0.814
I -2.405 0.246 0.026 0.423
H 0.881 0.352 -1.116 0.226
H 1.329 -0.599 0.521 0.198
H 0.418 0.760 0.758 0.190
```

Results
- gap between HOMO and LUMO (eV) = 8.7
- molar mass (g mol⁻¹) = 157.9
- HOMO (Eh) = -0.3253
- net charge = 0


Need the numbers? Relative energies in kJ/mol: <a> 0.0; <b> 153.7.


<a>
A structure of composition C8H11N, computed with ωB97M-V/def2-TZVPD.

```
20
Properties=species:S:1:pos:R:3:nbo_charge:R:1
C 1.718 -1.159 -0.179 -0.438
C 2.397 0.151 0.189 -0.178
C 1.563 1.215 0.095 -0.179
C 0.227 0.714 -0.302 -0.283
C -1.264 0.974 -0.097 -0.050
C -1.747 0.071 1.041 -0.389
C -1.258 -1.018 0.052 -0.047
C 0.296 -0.691 0.161 -0.220
H 2.113 -1.948 0.431 0.215
H 1.885 -1.402 -1.222 0.208
H 3.523 0.213 0.240 0.209
H 1.858 2.206 0.213 0.211
H 0.348 0.659 -1.392 0.187
H -1.630 2.011 -0.165 0.203
H -2.823 0.087 1.238 0.224
H -1.247 0.123 1.998 0.189
H -1.626 -2.055 0.116 0.208
H -1.469 -0.137 -1.881 0.341
H 0.403 -0.661 1.260 0.188
N -1.847 -0.091 -0.943 -0.599
```

Results
- gap between HOMO and LUMO (eV) = 10.1
- molar mass (g mol⁻¹) = 121.2
- HOMO (Eh) = -0.3295
- net charge = 0


<b>
An isolated molecule of C8H11N, computed with ωB97M-V/def2-TZVPD.

```
20
Properties=species:S:1:pos:R:3:nbo_charge:R:1
C 2.523 0.914 -0.464 -0.640
C 1.286 1.348 0.345 -0.175
C 0.220 0.603 0.527 0.009
C -1.108 0.367 1.150 -0.327
C -2.236 1.022 0.305 0.117
N -2.216 0.708 -0.932 -0.396
C -1.266 -0.297 -1.216 -0.250
C -0.466 -0.618 0.089 -0.070
C -0.054 -2.070 0.422 -0.594
H 2.967 0.198 0.115 0.219
H 3.161 1.703 -0.877 0.223
H 2.197 0.254 -1.300 0.207
H 1.475 2.201 0.986 0.200
H -1.255 0.108 2.130 0.223
H -2.864 1.842 0.713 0.196
H -0.440 -0.026 -1.949 0.211
H -1.898 -1.080 -1.652 0.211
H 0.048 -2.051 1.433 0.211
H 0.824 -2.367 -0.089 0.213
H -0.898 -2.762 0.264 0.213
```

Results
- gap between HOMO and LUMO (eV) = 9.9
- molar mass (g mol⁻¹) = 121.2
- SMILES = C/C=C1/[C@H]2C=NC[C@@]12C
- HOMO (Eh) = -0.3279
- net charge = 0


Need the numbers? Relative energies in kJ/mol: <a> 34.3; <b> 0.0.


<a>
An isolated molecule of C7H9N3, computed with ωB97M-V/def2-TZVPD.

```
19
Properties=species:S:1:pos:R:3:nbo_charge:R:1
C -1.919 1.393 0.092 0.138
N -3.102 0.812 0.078 -0.284
N -2.890 -0.557 -0.042 -0.285
C -1.611 -0.737 0.021 0.304
N -0.924 0.432 0.126 -0.358
C 0.624 0.216 0.099 0.156
C 0.753 -1.274 0.024 -0.400
C -0.726 -1.865 -0.090 -0.434
C 1.608 1.082 0.789 -0.425
C 1.570 1.075 -0.714 -0.429
H -1.710 2.524 0.158 0.212
H 1.407 -1.552 0.827 0.217
H 1.184 -1.546 -0.876 0.213
H -0.877 -2.705 0.630 0.239
H -0.687 -2.442 -1.033 0.234
H 2.403 0.412 1.167 0.219
H 1.442 2.097 1.276 0.247
H 1.154 1.942 -1.120 0.216
H 2.303 0.692 -1.413 0.221
```

Results
- gap between HOMO and LUMO (eV) = 10.1
- molar mass (g mol⁻¹) = 135.2
- SMILES = c1nnc2n1C1(CC2)CC1
- HOMO (Eh) = -0.3435
- net charge = 0


<b>
A structure of composition C7H9N3, computed with ωB97M-V/def2-TZVPD.

```
19
Properties=species:S:1:pos:R:3:nbo_charge:R:1
C 1.829 -1.727 0.281 -0.463
C 1.457 0.598 -0.160 -0.050
C 0.454 1.655 0.098 -0.275
C -0.976 1.654 -0.050 -0.462
C -0.969 0.259 -0.834 -0.096
C -0.445 -0.707 0.106 0.037
C -2.735 -0.805 -0.118 0.384
H 0.766 -2.673 0.707 0.230
H 2.871 -2.129 -0.626 0.256
H 2.285 -0.933 1.444 0.197
H 2.663 0.823 -0.131 0.262
H 0.987 2.562 0.535 0.233
H -1.338 1.828 1.001 0.258
H -1.766 2.372 -0.824 0.255
H -0.201 0.288 -1.770 0.267
H -0.467 -0.535 1.190 0.235
N 0.940 -0.807 -0.522 -0.507
N -1.514 -1.154 -0.755 -0.385
N -3.840 -0.569 0.428 -0.374
```

Results
- gap between HOMO and LUMO (eV) = 9.4
- molar mass (g mol⁻¹) = 135.2
- HOMO (Eh) = -0.3351
- net charge = 0


Need the numbers? Relative energies in kJ/mol: <a> 0.0; <b> 966.0.


<a>
An isolated molecule of C7H9N3, computed with ωB97M-V/def2-TZVPD.

```
19
Properties=species:S:1:pos:R:3:nbo_charge:R:1
C -0.787 -1.843 -1.269 -0.403
N -0.852 -0.525 -0.637 -0.424
C -0.568 0.518 -1.476 0.004
C 0.022 1.662 -1.084 -0.266
C 0.284 1.973 0.397 -0.445
C 0.159 0.737 1.258 -0.040
C -0.370 -0.512 0.695 0.127
N 1.117 -0.364 0.938 -0.494
C 1.693 -0.988 1.942 0.412
N 2.159 -1.592 2.831 -0.391
H -1.221 -2.571 -0.585 0.204
H 0.249 -2.169 -1.471 0.193
H -1.331 -1.849 -2.203 0.208
H -0.811 0.310 -2.489 0.204
H 0.182 2.439 -1.797 0.215
H -0.424 2.711 0.768 0.225
H 1.293 2.382 0.475 0.229
H 0.048 0.904 2.350 0.225
H -0.841 -1.223 1.357 0.217
```

Results
- gap between HOMO and LUMO (eV) = 9.2
- molar mass (g mol⁻¹) = 135.2
- SMILES = CN1C=CC[C@H]2[C@@H]1N2C#N
- HOMO (Eh) = -0.3098
- net charge = 0


<b>
An isolated molecule of C7H9N3, computed with ωB97M-V/def2-TZVPD.

```
19
Properties=species:S:1:pos:R:3:nbo_charge:R:1
H 2.428 1.423 1.357 0.344
N 2.905 0.496 0.724 -0.714
C 2.017 -0.220 0.057 0.424
N 2.358 -1.378 -0.593 -0.810
C 0.545 0.165 -0.059 -0.108
C 0.247 1.476 -0.187 -0.224
C -1.118 1.886 -0.287 -0.162
C -2.058 0.847 -0.155 -0.289
C -1.764 -0.415 0.078 0.188
N -2.760 -1.495 0.295 -0.820
C -0.402 -0.823 0.171 -0.228
H 1.917 -1.506 -1.495 0.390
H 3.323 -1.538 -0.524 0.394
H 0.973 2.221 -0.270 0.219
H -1.534 2.848 -0.438 0.219
H -3.131 1.131 0.019 0.206
H -3.548 -1.153 0.012 0.357
H -2.627 -2.442 0.388 0.390
H -0.119 -1.846 0.268 0.223
```

Results
- gap between HOMO and LUMO (eV) = 9.3
- molar mass (g mol⁻¹) = 135.2
- SMILES = [H]/N=C(/N)c1cccc(N)c1
- HOMO (Eh) = -0.3077
- net charge = 0


Need the numbers? Relative energies in kJ/mol: <a> 61.9; <b> 0.0.